Record 1
Formula: C24H28IrN4O7
Source: OMol25
Level of theory: ωB97M-V/def2-TZVPD

- Total charge: +1
- Largest force on an atom: 1.41 eV Å⁻¹
- 2S+1: 5
- <S²>: 6.025
- ΔE to the lowest compared entry with this formula, charge and spin: 0.00 kJ/mol
- E_tot: -48465.22109 eV

Structure (XYZ):
```
64
Properties=species:S:1:pos:R:3:lowdin_charge:R:1
Ir 0.496 0.017 0.716 1.41
O 1.731 -1.900 1.594 -0.14
C 1.817 -2.534 2.871 -0.18
C 1.500 -1.548 3.998 -0.09
N 0.100 -1.227 4.205 -0.06
C -0.907 -2.113 3.783 -0.03
C -1.098 -2.124 2.166 -0.65
O -1.043 -3.209 1.637 0.08
O -1.275 -0.984 1.679 -0.11
C -0.210 0.087 4.598 -0.03
C -0.084 1.170 3.393 -0.64
O -0.914 2.044 3.378 0.10
O 0.912 0.973 2.654 -0.15
H 1.553 -2.565 0.917 0.10
H 2.853 -2.868 3.007 0.13
H 1.170 -3.414 2.902 0.12
H 2.027 -0.619 3.765 0.13
H 1.909 -1.952 4.933 0.15
H -1.875 -1.825 4.194 0.14
H -0.663 -3.137 4.070 0.14
H 0.495 0.442 5.355 0.15
H -1.234 0.165 4.959 0.14
C 0.760 3.533 0.705 0.01
C -0.573 2.952 0.442 -0.39
N -0.819 1.682 0.177 -0.05
C -2.171 1.552 0.013 -0.13
C -2.749 2.773 0.162 -0.05
N -1.724 3.644 0.418 0.13
H 1.481 2.731 0.846 0.07
H 0.726 4.127 1.613 0.10
H 1.084 4.165 -0.122 0.09
H -2.613 0.598 -0.186 0.10
H -3.774 3.085 0.126 0.12
H -1.822 4.625 0.619 0.17
C -4.277 -1.039 -2.156 -0.06
O -3.016 -0.429 -2.355 -0.11
C -2.007 -1.196 -2.847 -0.20
C -2.125 -2.528 -3.217 0.00
C -1.032 -3.200 -3.737 -0.05
C 0.187 -2.560 -3.896 -0.06
C 0.322 -1.237 -3.530 -0.01
C -0.762 -0.543 -3.003 -0.16
N -0.716 0.815 -2.712 0.15
C 0.306 1.646 -2.515 0.01
C 1.638 1.380 -2.142 -0.16
C 2.617 2.374 -2.387 -0.04
C 3.938 2.185 -2.081 -0.07
C 4.358 0.992 -1.474 -0.04
C 3.441 0.034 -1.147 0.00
C 2.054 0.192 -1.420 -0.40
O 1.220 -0.717 -1.033 -0.22
H -4.658 -1.475 -3.082 0.10
H -4.948 -0.246 -1.831 0.10
H -4.222 -1.812 -1.386 0.11
H -3.060 -3.050 -3.093 0.11
H -1.148 -4.229 -4.037 0.11
H 1.027 -3.093 -4.309 0.11
H 1.251 -0.716 -3.695 0.12
H -1.644 1.230 -2.692 0.16
H 0.063 2.694 -2.672 0.15
H 2.315 3.284 -2.890 0.12
H 4.663 2.941 -2.331 0.11
H 5.404 0.832 -1.261 0.12
H 3.747 -0.877 -0.658 0.12
```

Record 2
Formula: C24H28N2O3S
Source: OMol25
Level of theory: ωB97M-V/def2-TZVPD

- Total charge: 0
- Largest force on an atom: 19.41 eV Å⁻¹
- 2S+1: 1
- ΔE to the lowest compared entry with this formula, charge and spin: 2161.00 kJ/mol
- E_tot: -45279.01134 eV

Structure (XYZ):
```
58
Properties=species:S:1:pos:R:3:lowdin_charge:R:1
C 4.324 -4.035 -1.514 -0.03
H 4.129 -4.400 -0.545 0.06
H 4.092 -4.596 -2.376 0.07
H 5.435 -3.631 -1.560 0.13
C 3.651 -2.653 -1.683 -0.24
C 3.960 -2.079 -2.946 -0.20
C 3.086 -0.956 -3.093 -0.21
C 1.604 -1.092 -3.405 -0.11
H 1.471 -1.748 -4.306 0.13
H 0.937 -0.256 -3.376 0.11
C 0.979 -2.036 -2.273 -0.17
N 1.058 -1.131 -1.101 0.05
C 0.049 -0.855 -0.138 -0.23
O -1.274 -1.467 -0.575 -0.19
C 0.098 0.010 0.927 -0.22
C 1.186 -0.173 1.792 0.04
C 1.271 0.758 3.035 -0.02
C 0.117 1.434 3.280 -0.31
C -1.179 1.597 2.413 -0.20
C -1.158 0.554 1.341 0.11
H -1.892 0.638 0.647 0.06
N -2.270 2.025 2.773 -0.08
C -2.235 3.337 3.491 -0.38
O -3.204 3.801 3.924 0.16
C -0.757 4.072 3.623 -0.05
H -0.865 4.819 4.528 0.14
H -0.066 4.143 3.086 -0.07
S 0.060 2.586 4.622 1.01
O 1.595 2.827 4.868 -0.55
C -3.543 1.713 2.508 -0.07
C -3.934 2.151 0.912 -0.04
C -3.605 3.485 0.493 0.00
C -4.074 3.740 -0.758 -0.14
C -4.415 2.780 -1.542 -0.10
C -4.650 1.458 -1.127 -0.14
C -4.568 1.141 0.038 -0.11
H -4.472 0.284 0.423 0.04
H -5.239 0.516 -1.717 0.19
H -4.805 3.009 -2.664 0.16
H -3.944 4.602 -1.212 0.07
H -3.377 4.089 1.388 0.11
H -3.636 0.390 2.552 0.23
H -4.161 2.141 3.101 0.04
H 2.194 0.794 3.587 0.10
H 2.091 -0.643 1.377 0.10
H 1.824 -0.559 -0.525 0.17
H 0.078 -2.309 -2.129 0.05
C 2.010 -3.150 -1.675 -0.30
C 1.477 -3.879 -0.739 -0.15
H 1.773 -3.569 0.180 0.07
H 1.923 -4.915 -0.645 0.12
H 0.408 -4.029 -0.716 0.12
H 1.791 -3.657 -2.735 0.18
H 3.304 -0.286 -3.980 0.13
H 3.087 -0.094 -2.214 0.17
H 4.754 -1.843 -2.863 -0.01
H 3.894 -2.617 -3.875 0.16
H 3.613 -2.236 -0.901 0.03
```

Record 3
Formula: C24H28N2O4S
Source: OMol25
Level of theory: ωB97M-V/def2-TZVPD

- Total charge: 0
- Largest force on an atom: 0.92 eV Å⁻¹
- 2S+1: 1
- Structure (SMILES): CC1=C(C(=O)Nc2ccc(CC(=O)NCc3ccc(OC(C)C)cc3)cc2)SCCO1
- ΔE to the lowest compared entry with this formula, charge and spin: 0.00 kJ/mol
- E_tot: -47348.88763 eV

Structure (XYZ):
```
59
Properties=species:S:1:pos:R:3:lowdin_charge:R:1
C -4.590 -1.744 -2.795 0.00
C -3.793 -0.496 -3.008 -0.30
C -2.924 0.011 -2.105 -0.35
C -2.620 -0.693 -0.839 -0.47
O -3.086 -1.788 -0.580 0.05
N -1.781 -0.014 -0.004 0.11
C -1.289 -0.404 1.240 -0.22
C -0.473 0.497 1.925 -0.01
C 0.090 0.155 3.135 -0.02
C -0.151 -1.092 3.704 -0.25
C 0.611 -1.517 4.928 -0.05
C 2.059 -1.703 4.468 -0.50
O 2.988 -1.063 4.906 0.07
N 2.183 -2.646 3.498 0.08
C 3.274 -2.573 2.536 -0.12
C 2.904 -1.554 1.489 -0.22
C 3.346 -0.245 1.596 -0.03
C 2.905 0.736 0.726 -0.02
C 1.987 0.423 -0.271 -0.28
O 1.436 1.303 -1.149 -0.05
C 1.948 2.626 -1.252 -0.43
C 0.919 3.426 -2.043 -0.06
C 3.305 2.633 -1.956 -0.03
C 1.543 -0.897 -0.385 -0.01
C 1.993 -1.866 0.485 -0.03
C -0.991 -1.972 3.033 -0.04
C -1.562 -1.639 1.819 0.00
S -2.110 1.580 -2.366 0.97
C -3.202 2.218 -3.666 -0.41
C -3.364 1.128 -4.710 -0.24
O -4.104 0.036 -4.218 -0.04
H -5.286 -1.848 -3.623 0.09
H -3.933 -2.610 -2.753 0.09
H -5.127 -1.707 -1.851 0.09
H -1.424 0.875 -0.328 0.06
H -0.269 1.465 1.488 0.12
H 0.742 0.850 3.642 0.13
H 0.221 -2.451 5.333 0.12
H 0.594 -0.751 5.703 0.13
H 1.319 -3.006 3.117 0.12
H 3.423 -3.565 2.103 0.12
H 4.168 -2.268 3.080 0.12
H 4.038 0.018 2.383 0.12
H 3.275 1.741 0.852 0.11
H 2.045 3.066 -0.248 0.14
H 0.772 2.968 -3.017 0.08
H 1.263 4.448 -2.173 0.08
H -0.035 3.433 -1.523 0.05
H 3.691 3.647 -2.012 0.08
H 4.022 2.013 -1.423 0.07
H 3.194 2.239 -2.964 0.09
H 0.831 -1.133 -1.160 0.12
H 1.630 -2.879 0.383 0.12
H -1.207 -2.941 3.464 0.12
H -2.207 -2.335 1.311 0.10
H -2.721 3.101 -4.079 0.08
H -4.164 2.481 -3.225 0.09
H -3.931 1.491 -5.573 0.13
H -2.375 0.791 -5.048 0.13
```

Record 4
Formula: C24H28N2O7
Source: OMol25
Level of theory: ωB97M-V/def2-TZVPD

- Total charge: 0
- Largest force on an atom: 1.96 eV Å⁻¹
- 2S+1: 1
- Structure (SMILES): COc1cc(O)cc2c1C(=O)c1c(O)cccc1C2=O.CNC(=O)[C@H](CC(C)C)NC(C)=O
- ΔE to the lowest compared entry with this formula, charge and spin: 172.52 kJ/mol
- E_tot: -42656.01845 eV

Structure (XYZ):
```
61
Properties=species:S:1:pos:R:3:lowdin_charge:R:1
C -4.628 -3.151 -1.908 -0.06
O -3.293 -3.040 -1.400 -0.08
C -2.221 -2.990 -2.265 -0.16
C -2.404 -2.793 -3.645 0.07
C -1.332 -2.723 -4.517 -0.30
O -1.555 -2.535 -5.849 0.07
C -0.043 -2.836 -4.027 0.05
C 0.199 -3.022 -2.655 -0.06
C -0.898 -3.112 -1.757 0.00
C -0.615 -3.337 -0.310 -0.24
O -1.521 -3.498 0.507 0.08
C 0.783 -3.398 0.190 -0.02
C 1.080 -3.566 1.565 -0.24
O 0.109 -3.683 2.521 0.06
C 2.400 -3.619 2.004 0.00
C 3.453 -3.506 1.102 -0.05
C 3.181 -3.346 -0.254 -0.01
C 1.857 -3.289 -0.727 -0.08
C 1.593 -3.117 -2.167 -0.27
O 2.530 -3.039 -2.960 0.09
H -4.927 -2.232 -2.421 0.09
H -4.717 -3.996 -2.599 0.10
H -5.321 -3.318 -1.079 0.10
H -3.387 -2.680 -4.084 0.12
H -0.711 -2.531 -6.329 0.12
H 0.792 -2.776 -4.720 0.13
H -0.766 -3.662 2.075 0.08
H 2.601 -3.748 3.063 0.12
H 4.481 -3.541 1.451 0.11
H 4.015 -3.263 -0.948 0.12
C 0.252 4.538 -1.552 -0.06
N 1.458 3.883 -1.041 0.04
C 1.739 3.436 0.191 -0.45
O 2.812 2.876 0.373 0.05
C 0.788 3.629 1.396 -0.19
C -0.307 2.540 1.460 -0.12
C 0.202 1.083 1.457 -0.42
C 1.060 0.760 2.681 -0.06
C -0.993 0.129 1.458 -0.07
N 0.141 4.950 1.432 0.11
C -0.186 5.678 2.499 -0.55
C 0.142 5.185 3.895 0.01
O -0.750 6.751 2.353 0.03
H -0.647 4.102 -1.115 0.08
H 0.200 4.408 -2.635 0.09
H 0.287 5.607 -1.337 0.08
H 2.196 3.706 -1.707 0.14
H 1.415 3.527 2.282 0.13
H -0.971 2.667 0.606 0.11
H -0.902 2.691 2.361 0.12
H 0.782 0.895 0.553 0.13
H 1.345 -0.292 2.661 0.07
H 0.505 0.964 3.597 0.09
H 1.972 1.356 2.664 0.07
H -1.600 0.291 0.567 0.08
H -1.604 0.290 2.347 0.09
H -0.638 -0.901 1.456 0.06
H -0.090 5.377 0.550 0.10
H 1.222 5.099 4.001 0.09
H -0.236 5.904 4.620 0.09
H -0.329 4.220 4.066 0.07
```